C52H143Cu2N13O17S | ωB97M-V/def2-TZVPD

Calculated values
E = -210526.515 eV

Atoms and positions in Å:
Cu1 2.66 -1.65 1.01
Cu2 -1.74 0.47 -1.99
S1 0.36 -0.38 -0.23
O1 -0.66 0.69 0.00
O2 0.39 -1.46 0.79
O3 0.18 -0.92 -1.56
O4 1.69 0.24 -0.27
C1 0.52 -0.68 -6.06
C2 0.31 -1.25 -4.61
C3 0.13 -2.80 -4.56
O5 -1.17 -3.17 -5.09
C4 -1.32 -4.60 -5.00
N1 1.47 -0.74 -3.88
H1 1.24 -1.23 -6.67
H2 0.96 0.30 -6.25
H3 -0.39 -0.89 -6.63
H4 -0.51 -0.72 -4.14
H5 0.14 -2.96 -3.48
H6 0.91 -3.34 -5.09
H7 -0.57 -5.21 -5.50
H8 -2.27 -4.89 -5.45
H9 -1.35 -5.01 -3.99
H10 1.68 0.23 -4.07
H11 1.27 -0.80 -2.89
C5 1.45 2.40 3.07
C6 0.98 3.55 2.17
C7 1.83 4.79 2.25
O6 1.69 5.38 3.56
C8 1.69 6.84 3.50
N2 1.00 3.04 0.78
H12 1.43 2.69 4.12
H13 2.39 1.96 2.73
H14 0.72 1.60 2.91
H15 -0.01 3.89 2.46
H16 1.52 5.47 1.45
H17 2.84 4.50 1.97
H18 2.31 7.25 2.71
H19 2.03 7.25 4.45
H20 0.68 7.22 3.36
H21 0.36 2.29 0.59
H22 1.88 2.61 0.56
C9 -4.38 -3.12 -3.00
C10 -3.37 -2.59 -1.96
C11 -2.70 -3.73 -1.06
O7 -3.76 -4.45 -0.39
C12 -4.38 -3.91 0.69
N3 -2.33 -1.85 -2.62
H23 -4.91 -2.36 -3.58
H24 -5.14 -3.67 -2.44
H25 -3.82 -3.82 -3.61
H26 -3.87 -1.87 -1.32
H27 -1.94 -3.40 -0.35
H28 -2.16 -4.45 -1.67
H29 -4.72 -4.71 1.34
H30 -5.30 -3.42 0.39
H31 -3.69 -3.25 1.21
H32 -2.05 -2.32 -3.47
H33 -1.45 -1.90 -2.12
C13 -2.10 -6.46 6.20
C14 -2.23 -6.44 4.62
C15 -0.80 -6.68 4.00
O8 -0.65 -6.62 2.56
C16 -0.89 -5.43 1.93
N4 -3.08 -7.57 4.32
H34 -1.53 -7.30 6.61
H35 -3.06 -6.51 6.71
H36 -1.60 -5.54 6.51
H37 -2.64 -5.47 4.35
H38 -0.37 -7.57 4.46
H39 -0.06 -5.93 4.29
H40 -1.97 -5.27 1.82
H41 -0.52 -5.41 0.90
H42 -0.33 -4.57 2.30
H43 -2.96 -7.81 3.35
H44 -2.88 -8.40 4.85
C17 -5.10 7.27 -2.88
C18 -4.46 6.96 -1.57
C19 -3.19 6.21 -1.75
O9 -2.69 5.72 -0.44
C20 -1.28 5.67 -0.16
N5 -4.15 8.15 -0.77
H45 -4.40 7.93 -3.40
H46 -6.04 7.78 -2.67
H47 -5.27 6.40 -3.51
H48 -5.08 6.44 -0.84
H49 -2.35 6.75 -2.18
H50 -3.26 5.33 -2.39
H51 -0.84 4.76 -0.57
H52 -1.08 5.90 0.88
H53 -0.81 6.53 -0.63
H54 -4.22 7.74 0.15
H55 -3.15 8.24 -0.80
C21 5.61 -0.52 -0.32
C22 5.22 0.05 -1.66
C23 5.98 -0.58 -2.81
O10 7.43 -0.63 -2.54
C24 8.08 0.64 -2.64
N6 3.79 -0.19 -1.88
H56 6.48 0.10 -0.08
H57 5.84 -1.59 -0.37
H58 5.00 -0.33 0.56
H59 5.38 1.12 -1.75
H60 5.74 0.02 -3.68
H61 5.58 -1.59 -2.88
H62 8.17 0.93 -3.69
H63 9.10 0.41 -2.32
H64 7.68 1.40 -1.97
H65 3.17 0.14 -1.16
H66 3.53 0.33 -2.70
C25 1.35 -3.34 4.90
C26 2.12 -2.81 3.68
C27 3.70 -2.82 3.79
O11 4.24 -1.74 3.04
C28 4.73 -0.61 3.80
N7 1.64 -3.31 2.35
H67 1.48 -4.38 5.20
H68 0.29 -3.13 4.71
H69 1.57 -2.78 5.82
H70 1.96 -1.74 3.61
H71 3.95 -3.84 3.51
H72 4.21 -2.89 4.75
H73 4.94 0.24 3.15
H74 5.68 -0.80 4.30
H75 3.99 -0.42 4.58
H76 1.55 -4.32 2.36
H77 0.73 -2.93 2.13
C29 -4.92 -3.28 7.00
C30 -3.44 -3.11 6.52
C31 -3.36 -2.30 5.19
O12 -2.04 -2.36 4.70
C32 -1.71 -1.54 3.57
N8 -2.69 -2.47 7.64
H78 -5.38 -3.96 6.28
H79 -5.47 -2.35 6.96
H80 -5.01 -3.78 7.97
H81 -3.17 -4.16 6.37
H82 -3.72 -1.29 5.35
H83 -4.00 -2.78 4.45
H84 -0.66 -1.56 3.27
H85 -1.96 -0.50 3.78
H86 -2.41 -1.91 2.82
H87 -3.00 -2.74 8.56
H88 -1.70 -2.60 7.53
C33 4.55 -4.56 -1.46
C34 3.06 -4.07 -1.61
C35 2.13 -5.14 -1.00
O13 2.19 -6.34 -1.71
C36 1.16 -7.21 -1.43
N9 2.81 -2.78 -1.04
H89 4.69 -4.94 -0.45
H90 5.31 -3.82 -1.70
H91 4.74 -5.36 -2.18
H92 2.78 -3.94 -2.66
H93 1.16 -4.63 -0.97
H94 2.39 -5.21 0.05
H95 1.39 -8.23 -1.77
H96 0.21 -6.89 -1.84
H97 0.97 -7.25 -0.36
H98 3.55 -2.23 -1.44
H99 2.08 -2.42 -1.63
C37 -3.88 2.68 -3.47
C38 -4.09 1.26 -3.96
C39 -5.11 1.24 -5.14
O14 -6.27 2.09 -4.92
C40 -7.38 2.06 -5.74
N10 -2.84 0.68 -4.34
H100 -3.35 3.33 -4.16
H101 -3.32 2.78 -2.53
H102 -4.83 3.15 -3.24
H103 -4.35 0.69 -3.07
H104 -5.39 0.23 -5.45
H105 -4.59 1.58 -6.04
H106 -8.26 2.58 -5.34
H107 -7.67 1.09 -6.15
H108 -7.14 2.57 -6.67
H109 -3.13 -0.12 -4.87
H110 -2.38 1.28 -5.01
C41 -3.84 3.76 2.24
C42 -3.25 2.39 2.00
C43 -4.25 1.18 1.95
O15 -4.79 0.71 3.19
C44 -5.86 -0.15 2.95
N11 -2.64 2.43 0.69
H111 -3.10 4.56 2.20
H112 -4.36 3.80 3.20
H113 -4.54 4.04 1.45
H114 -2.41 2.12 2.64
H115 -3.74 0.30 1.56
H116 -5.03 1.40 1.21
H117 -5.68 -1.02 2.32
H118 -6.68 0.36 2.46
H119 -6.19 -0.46 3.94
H120 -1.85 1.80 0.60
H121 -2.21 3.32 0.46
C45 5.37 2.82 1.47
C46 6.60 3.61 0.94
C47 6.21 5.01 0.39
O16 5.24 4.84 -0.55
C48 4.25 5.82 -0.43
N12 7.41 3.75 2.09
H122 4.82 2.52 0.58
H123 4.66 3.35 2.12
H124 5.73 1.91 1.95
H125 7.11 3.07 0.15
H126 7.09 5.59 0.09
H127 5.87 5.59 1.25
H128 4.78 6.72 -0.73
H129 3.76 5.86 0.54
H130 3.43 5.74 -1.14
H131 7.63 2.82 2.41
H132 8.26 4.21 1.79
C49 -0.08 4.27 -3.29
C50 0.83 3.01 -3.38
C51 2.34 3.34 -3.20
O17 3.22 2.35 -3.74
C52 4.61 2.74 -3.85
N13 0.12 2.16 -2.43
H133 -1.15 4.04 -3.36
H134 0.17 4.80 -4.21
H135 0.16 4.91 -2.44
H136 0.73 2.74 -4.43
H137 2.55 3.39 -2.13
H138 2.56 4.34 -3.56
H139 4.95 3.11 -2.89
H140 4.64 3.58 -4.54
H141 5.24 2.03 -4.39
H142 0.72 1.35 -2.40
H143 0.35 2.54 -1.52